# C6H12N3

2 unconnected molecules or ions with the total composition C6H12N3 in a non-equilibrium geometry (ωB97M-V/def2-TZVPD, the OMol25 dataset).

Calculated values
**Net charge**: +1
**2S+1**: 1
**Lowest unoccupied orbital energy**: -3.2717 eV
**ΔE to the lowest compared entry with this formula, charge and spin**: 382.6 kJ/mol
**E_tot**: -10877.3516 eV
**Gap between HOMO and LUMO**: 9.06 eV

Each line ends with the Mulliken charge.
Positions of all 21 atoms, in Å:
1 C 0.20 0.45 0.73  0.101
2 C 0.00 0.30 1.99  0.759
3 C -1.01 -2.53 -4.21  -0.292
4 C -1.28 0.73 2.64  -1.201
5 C 1.03 -0.34 2.88  -1.204
6 C 1.02 1.80 -1.06  -0.807
7 N -0.10 -0.80 -2.85  -0.579
8 N -0.53 -1.63 -3.51  0.292
9 N 0.40 0.62 -0.49  -0.051
10 H -0.46 -3.44 -4.36  0.246
11 H -1.96 -2.40 -4.69  0.244
12 H -1.77 -0.13 3.09  0.343
13 H -1.06 1.44 3.43  0.351
14 H -1.96 1.18 1.93  0.369
15 H 0.61 -1.21 3.36  0.344
16 H 1.92 -0.63 2.32  0.369
17 H 1.32 0.37 3.65  0.352
18 H 0.31 2.30 -1.72  0.315
19 H 1.33 2.49 -0.27  0.381
20 H 1.88 1.50 -1.65  0.312
21 H 0.12 -0.08 -1.23  0.357


# C3H5NSSi

A single C3H5NSSi molecule in a non-equilibrium geometry (ωB97M-V/def2-TZVPD, the OMol25 dataset).

Calculated values
**2S+1**: 1
**Lowest unoccupied orbital energy**: -0.5465 eV
**ΔE to the lowest compared entry with this formula, charge and spin**: 210.8 kJ/mol
**E_tot**: -23391.5378 eV
**Gap between HOMO and LUMO**: 7.49 eV

Each line ends with the Mulliken charge.
Positions of all 11 atoms, in Å:
1 C 1.46 -1.34 0.09  -0.383
2 C 2.12 -0.08 -0.05  -0.258
3 C -0.86 -0.62 -0.09  0.244
4 N 0.13 -1.28 0.02  -0.218
5 Si -1.96 0.93 0.03  0.481
6 S 1.35 1.40 -0.25  -0.368
7 H 1.85 -2.29 0.05  0.444
8 H 3.17 -0.15 0.02  0.341
9 H -1.44 2.20 -0.24  -0.099
10 H -2.84 0.61 1.29  -0.065
11 H -2.98 0.61 -0.87  -0.119


# C4H6O2

A single C4H6O2 molecule in a non-equilibrium geometry (ωB97M-V/def2-TZVPD, the OMol25 dataset).

Calculated values
**2S+1**: 1
**Lowest unoccupied orbital energy**: 0.8865 eV
**ΔE to the lowest compared entry with this formula, charge and spin**: 109.1 kJ/mol
**E_tot**: -8339.3302 eV
**Gap between HOMO and LUMO**: 10.64 eV

Each line ends with the Mulliken charge.
Positions of all 12 atoms, in Å:
1 O -1.16 -1.89 -0.65  -0.574
2 C -0.67 -0.82 -0.37  0.438
3 C 0.76 -0.45 -0.67  -0.355
4 C 1.02 0.75 0.26  -0.393
5 O -0.27 1.25 0.65  -0.384
6 C -1.26 0.25 0.53  -0.279
7 H 0.95 -0.22 -1.72  0.248
8 H 1.18 -1.45 -0.50  0.289
9 H 1.62 0.53 1.16  0.248
10 H 1.51 1.59 -0.26  0.256
11 H -2.16 0.68 0.08  0.262
12 H -1.52 -0.21 1.49  0.244


# C3H11NSi

2 unconnected molecules or ions with the total composition C3H11NSi in a non-equilibrium geometry (ωB97M-V/def2-TZVPD, the OMol25 dataset).

Calculated values
**2S+1**: 1
**Lowest unoccupied orbital energy (alpha / beta)**: 0.1262 / 0.0518 eV
**ΔE to the lowest compared entry with this formula, charge and spin**: 375.1 kJ/mol
**E_tot**: -12653.2578 eV
**Gap between HOMO and LUMO (alpha / beta)**: 8.86 / 6.79 eV

Each line ends with the Mulliken charge.
Positions of all 16 atoms, in Å:
1 C 2.29 -0.90 0.14  -0.558
2 C -1.33 -1.03 0.85  -0.946
3 C -1.55 1.46 -1.12  -0.960
4 N 2.25 0.47 0.26  -0.525
5 Si -0.80 0.74 0.50  0.375
6 H 1.40 -1.31 -0.34  0.132
7 H 3.23 -1.27 -0.40  0.290
8 H 2.39 -1.43 1.13  0.249
9 H -1.99 -1.04 1.73  0.314
10 H -1.87 -1.35 -0.06  0.280
11 H -0.52 -1.70 0.89  0.321
12 H -0.84 1.22 -1.96  0.295
13 H -2.65 1.17 -1.45  0.301
14 H -1.65 2.54 -1.10  0.311
15 H 2.11 0.85 -0.70  0.212
16 H -0.47 1.58 1.61  -0.093


# C32H40N3

2 unconnected molecules or ions with the total composition C32H40N3 in a non-equilibrium geometry (ωB97M-V/def2-TZVPD, the OMol25 dataset).

Calculated values
**Net charge**: +1
**2S+1**: 1
**Lowest unoccupied orbital energy**: -4.2622 eV
**ΔE to the lowest compared entry with this formula, charge and spin**: 31.9 kJ/mol
**E_tot**: -38297.7965 eV
**Gap between HOMO and LUMO**: 4.99 eV

Each line ends with the Mulliken charge.
Positions of all 75 atoms, in Å:
1 C -1.72 -4.29 1.74  -1.002
2 C -1.09 -5.59 1.22  -0.921
3 C 0.44 -5.56 1.35  -0.654
4 C 1.06 -4.23 1.04  0.646
5 N 2.48 -4.13 1.03  0.209
6 C 3.36 -5.30 1.24  -0.713
7 C 4.80 -4.79 1.33  -0.544
8 C 4.70 -3.25 1.48  -0.507
9 C 3.20 -2.91 1.45  -0.624
10 C 0.31 -3.14 0.80  -0.698
11 C -1.17 -3.09 0.96  -0.465
12 H -2.81 -4.34 1.69  0.372
13 H -1.47 -4.18 2.80  0.351
14 H -1.51 -6.47 1.74  0.378
15 H -1.36 -5.72 0.16  0.323
16 H 0.72 -5.85 2.37  0.333
17 H 0.88 -6.32 0.69  0.395
18 H 3.06 -5.81 2.16  0.326
19 H 3.23 -6.01 0.42  0.345
20 H 5.33 -5.24 2.18  0.296
21 H 5.37 -5.05 0.43  0.239
22 H 5.16 -2.91 2.42  0.316
23 H 5.23 -2.74 0.67  0.274
24 H 2.98 -2.09 0.76  0.099
25 H 2.83 -2.62 2.44  0.319
26 H 0.81 -2.23 0.51  0.391
27 H -1.64 -3.05 -0.04  0.232
28 H -1.46 -2.15 1.46  0.302
29 C 2.84 -1.88 -3.45  -0.909
30 N 1.96 -0.91 -2.81  0.228
31 C 0.72 -1.17 -2.29  -1.233
32 C 0.17 0.00 -1.76  1.093
33 C -1.16 0.13 -1.28  -0.550
34 C -1.71 1.28 -0.65  0.680
35 C -0.96 2.07 0.25  -1.741
36 C -1.45 3.25 0.76  1.066
37 C -2.76 3.67 0.41  0.509
38 N -3.31 4.83 0.97  0.010
39 C -2.57 5.60 2.00  -0.604
40 C -1.06 5.52 1.80  -0.817
41 C -0.60 4.06 1.69  -1.045
42 C -4.70 5.23 0.70  -0.624
43 C -5.16 4.83 -0.70  -0.828
44 C -4.89 3.33 -0.95  -1.026
45 C -3.53 2.88 -0.48  0.587
46 C -3.02 1.70 -0.96  -1.201
47 C 1.15 1.05 -2.00  1.419
48 C 1.12 2.43 -1.80  0.047
49 C 2.22 3.18 -2.14  -0.975
50 C 3.34 2.59 -2.72  -0.795
51 C 3.37 1.24 -2.98  -1.025
52 C 2.26 0.46 -2.63  -0.410
53 H 3.77 -1.41 -3.76  0.301
54 H 3.07 -2.68 -2.74  0.305
55 H 2.35 -2.31 -4.32  0.344
56 H 0.23 -2.13 -2.32  0.465
57 H -1.84 -0.66 -1.55  0.564
58 H 0.02 1.74 0.54  0.726
59 H -2.92 6.64 1.98  0.425
60 H -2.85 5.18 2.97  0.268
61 H -0.78 6.07 0.89  0.301
62 H -0.54 6.03 2.63  0.379
63 H -0.61 3.59 2.68  0.324
64 H 0.45 4.02 1.36  0.365
65 H -5.34 4.75 1.45  0.269
66 H -4.80 6.32 0.84  0.417
67 H -6.23 5.06 -0.84  0.376
68 H -4.63 5.43 -1.45  0.310
69 H -5.66 2.73 -0.44  0.348
70 H -5.00 3.11 -2.02  0.435
71 H -3.61 1.11 -1.63  0.565
72 H 0.25 2.90 -1.39  0.456
73 H 2.20 4.24 -1.97  0.461
74 H 4.20 3.20 -2.94  0.408
75 H 4.23 0.79 -3.44  0.317


# C3H3NOS2

A single C3H3NOS2 molecule in a non-equilibrium geometry (ωB97M-V/def2-TZVPD, the OMol25 dataset).

Calculated values
**2S+1**: 1
**Lowest unoccupied orbital energy**: -0.5132 eV
**ΔE to the lowest compared entry with this formula, charge and spin**: 223.9 kJ/mol
**E_tot**: -28365.5135 eV
**Gap between HOMO and LUMO**: 8.91 eV

Each line ends with the Mulliken charge.
Positions of all 10 atoms, in Å:
1 O 2.81 -0.86 0.06  -0.477
2 C 1.66 -0.65 -0.33  0.496
3 S 1.19 1.16 -0.64  -0.079
4 C -0.45 0.92 0.37  -0.757
5 C -1.32 -0.04 -0.24  0.128
6 N -0.97 -1.28 -0.70  -0.427
7 S 0.45 -1.90 -0.23  0.013
8 H -0.78 1.91 0.82  0.382
9 H -0.29 0.42 1.35  0.333
10 H -2.29 0.33 -0.46  0.388


Q: Which of these has the lowest ΔE to the lowest compared entry with this formula, charge and spin?
A: C32H40N3